[1]
C23H22BrN4O8SSeW as an isolated structure. Source: the Open Molecules 2025 dataset; level of theory: the ωB97M-V functional and the def2-TZVPD basis.

Each line ends with the natural charge from an NBO analysis.
Atoms and positions in Å:
W 0.219 0.098 -0.633  1.626
O -0.289 -2.466 -2.288  -0.687
C 0.451 -3.372 -1.519  -0.099
C 1.781 -2.796 -1.094  0.225
C 2.872 -3.640 -0.981  -0.234
C 4.113 -3.133 -0.643  -0.109
C 4.233 -1.766 -0.467  -0.229
C 3.110 -0.979 -0.598  0.060
N 1.884 -1.472 -0.871  -0.522
H 0.065 -2.412 -3.183  0.500
H 0.633 -4.312 -2.045  0.202
H -0.159 -3.613 -0.646  0.196
H 2.740 -4.696 -1.179  0.238
H 4.969 -3.786 -0.545  0.242
H 5.181 -1.303 -0.235  0.248
H 3.184 0.091 -0.489  0.243
O 2.985 -1.005 4.486  -0.656
C 2.105 -1.963 4.234  0.778
O 2.005 -2.955 4.901  -0.549
C 1.195 -1.761 3.065  -0.225
C 0.177 -2.629 2.704  0.066
N -0.394 -2.145 1.592  -0.317
N 0.182 -1.003 1.218  -0.311
C 1.154 -0.764 2.090  0.060
C 1.906 0.475 1.787  0.787
O 2.804 0.902 2.476  -0.573
O 1.425 1.049 0.712  -0.757
H 2.953 -0.257 3.848  0.512
H -0.156 -3.536 3.182  0.265
H -1.218 -2.433 1.066  0.458
Br -1.110 1.981 2.248  0.171
C -1.030 2.841 0.581  0.191
C -1.310 4.197 0.574  -0.254
C -1.415 4.855 -0.634  -0.108
C -1.273 4.118 -1.800  -0.240
C -0.972 2.781 -1.705  0.054
N -0.807 2.128 -0.535  -0.545
H -1.461 4.708 1.513  0.255
H -1.630 5.915 -0.663  0.243
H -1.399 4.570 -2.773  0.242
H -0.893 2.164 -2.583  0.230
Se -2.154 -0.882 -0.759  0.022
C -3.221 0.077 0.528  -0.225
C -3.499 -0.459 1.779  -0.178
C -4.328 0.224 2.659  -0.206
C -4.884 1.440 2.291  -0.203
C -4.625 1.966 1.033  -0.203
C -3.802 1.282 0.149  -0.245
H -3.078 -1.407 2.084  0.195
H -4.542 -0.200 3.631  0.224
H -5.532 1.969 2.978  0.227
H -5.074 2.903 0.733  0.223
H -3.610 1.683 -0.839  0.219
C 1.197 1.724 -4.480  -0.884
S 1.227 0.486 -3.239  2.399
O 1.977 -0.626 -3.730  -0.915
O -0.187 0.167 -2.838  -0.958
O 1.711 1.116 -1.967  -0.966
H 0.758 1.281 -5.372  0.273
H 2.231 2.003 -4.674  0.276
H 0.626 2.580 -4.135  0.248

Calculated values
**Spin multiplicity**: 3
**Total charge**: +1
**Lowest unoccupied orbital energy (spin up / spin down)**: -2.908 / -4.075 eV
**Energy relative to the best compared isomer or geometry (same formula, charge and spin)**: 0.295 eV
**E**: -194595.070 eV
**M**: 857.2 g mol⁻¹
**HOMO level (spin up / spin down)**: -11.024 / -11.392 eV
**Frontier orbital gap (spin up / spin down)**: 8.1 / 7.3 eV

---

[2]
C23H22ClN2O2PRe as an isolated structure. Source: the Open Molecules 2025 dataset; level of theory: the ωB97M-V functional and the def2-TZVPD basis.

Each line ends with the natural charge from an NBO analysis.
Atoms and positions in Å:
Re -1.786 0.554 -0.853  1.418
O -1.065 2.032 -2.351  -0.597
C -0.824 0.946 -2.936  0.768
O -1.719 -0.002 -2.796  -0.628
C 0.537 0.538 -3.345  -0.061
C 1.159 0.859 -4.537  -0.186
C 2.454 0.402 -4.753  -0.141
C 3.112 -0.344 -3.785  -0.171
C 2.491 -0.640 -2.579  -0.159
C 1.190 -0.208 -2.356  -0.401
P 0.410 -0.510 -0.742  1.253
C 0.223 -2.264 -0.516  -0.486
C 0.075 -2.816 0.761  -0.160
C -0.122 -4.179 0.895  -0.199
C -0.193 -4.985 -0.234  -0.131
C -0.067 -4.437 -1.506  -0.215
C 0.139 -3.077 -1.654  -0.108
C 1.391 0.266 0.531  -0.357
C 1.341 1.656 0.662  -0.215
C 2.182 2.292 1.558  -0.187
C 3.075 1.545 2.319  -0.149
C 3.138 0.166 2.178  -0.192
C 2.301 -0.480 1.282  -0.189
H 0.647 1.445 -5.287  0.251
H 2.952 0.635 -5.684  0.251
H 4.120 -0.690 -3.965  0.250
H 3.024 -1.204 -1.823  0.239
H 0.113 -2.189 1.642  0.232
H -0.226 -4.614 1.879  0.244
H -0.348 -6.050 -0.123  0.245
H -0.124 -5.072 -2.379  0.246
H 0.241 -2.652 -2.644  0.226
H 0.676 2.254 0.046  0.219
H 2.157 3.369 1.652  0.239
H 3.736 2.045 3.014  0.244
H 3.845 -0.407 2.761  0.246
H 2.366 -1.554 1.167  0.237
C -2.142 2.335 4.225  -0.397
N -2.674 2.787 2.923  -0.405
C -3.457 4.039 2.872  -0.397
C -2.397 2.137 1.858  0.742
N -2.152 1.548 0.881  -0.616
H -2.969 2.283 4.930  0.239
H -1.394 3.048 4.569  0.231
H -1.699 1.350 4.110  0.230
H -4.261 3.961 3.601  0.240
H -3.877 4.163 1.878  0.233
H -2.806 4.878 3.112  0.233
Cl -2.912 -1.510 1.370  -0.004
C -3.020 -1.033 -0.336  -0.710
H -4.051 -0.711 -0.534  0.249
H -2.807 -1.906 -0.956  0.255

Calculated values
**Spin multiplicity**: 4
**Total charge**: +2
**Lowest unoccupied orbital energy (spin up / spin down)**: -7.750 / -7.868 eV
**Energy relative to the best compared isomer or geometry (same formula, charge and spin)**: 0.089 eV
**E**: -55208.199 eV
**M**: 611.1 g mol⁻¹
**HOMO level (spin up / spin down)**: -15.131 / -15.135 eV
**Frontier orbital gap (spin up / spin down)**: 7.4 / 7.3 eV

---

[3]
C23H22F3N4O6S2 as an isolated structure. Source: the Open Molecules 2025 dataset; level of theory: the ωB97M-V functional and the def2-TZVPD basis.

Each line ends with the natural charge from an NBO analysis.
Atoms and positions in Å:
F 4.030 0.545 4.312  -0.308
C 2.987 -0.272 4.059  0.751
F 3.452 -1.497 3.729  -0.300
F 2.207 -0.376 5.155  -0.318
S 1.987 0.517 2.664  2.061
C 0.751 -0.680 2.049  -0.634
C -0.591 -0.400 2.661  -0.041
C -1.447 -1.458 3.023  -0.196
C -2.746 -1.222 3.457  -0.171
C -3.198 0.110 3.583  -0.006
N -4.414 0.351 4.276  0.503
O -4.789 1.531 4.464  -0.395
O -5.062 -0.642 4.686  -0.403
C -2.393 1.188 3.154  -0.186
C -1.103 0.911 2.717  -0.150
O 1.441 1.677 3.318  -0.921
O 2.907 0.691 1.555  -0.903
H 1.127 -1.695 2.276  0.312
H -1.070 -2.478 2.946  0.225
H -3.401 -2.037 3.772  0.249
H -2.764 2.214 3.242  0.246
H -0.515 1.771 2.426  0.238
C -2.347 -5.281 -3.781  -0.398
N -2.427 -3.909 -3.330  -0.418
C -3.409 -3.144 -4.073  -0.402
C -1.655 -3.380 -2.330  0.195
C -0.450 -4.016 -1.897  -0.295
C 0.404 -3.353 -1.035  -0.147
C 0.082 -2.082 -0.507  -0.055
C 1.098 -1.284 0.165  -0.048
C 2.393 -1.321 -0.365  -0.500
C 3.652 -1.668 0.272  0.700
O 3.832 -2.565 1.094  -0.645
N 4.710 -0.832 -0.176  -0.471
C 5.882 -0.661 0.683  -0.408
C 4.981 -0.917 -1.521  0.322
S 6.496 -0.633 -2.179  -0.312
N 3.879 -1.295 -2.262  -0.473
C 4.062 -1.245 -3.707  -0.407
C 2.583 -0.969 -1.771  0.654
O 1.755 -0.415 -2.496  -0.674
C -1.188 -1.549 -0.790  -0.165
C -2.025 -2.152 -1.706  -0.254
H -1.779 -5.911 -3.094  0.213
H -3.367 -5.682 -3.875  0.188
H -1.890 -5.333 -4.781  0.184
H -3.217 -2.070 -4.009  0.219
H -3.366 -3.457 -5.127  0.192
H -4.428 -3.355 -3.714  0.180
H -0.178 -4.987 -2.325  0.205
H 1.367 -3.799 -0.793  0.232
H 0.756 -0.262 0.658  0.258
H 6.470 0.157 0.251  0.229
H 5.567 -0.410 1.699  0.208
H 6.506 -1.564 0.670  0.200
H 3.188 -1.663 -4.209  0.213
H 4.228 -0.207 -4.022  0.201
H 4.966 -1.821 -3.931  0.219
H -1.455 -0.596 -0.340  0.210
H -2.969 -1.660 -1.967  0.201

Calculated values
**Spin multiplicity**: 1
**Total charge**: -1
**Lowest unoccupied orbital energy**: 0.854 eV
**Energy relative to the best compared isomer or geometry (same formula, charge and spin)**: 2.823 eV
**E**: -72270.710 eV
**M**: 571.6 g mol⁻¹
**HOMO level**: -3.541 eV
**Frontier orbital gap**: 4.4 eV

---

[4]
C23H22FN2SeTa as an isolated structure. Source: the Open Molecules 2025 dataset; level of theory: the ωB97M-V functional and the def2-TZVPD basis.

Each line ends with the natural charge from an NBO analysis.
Atoms and positions in Å:
C 2.865 -0.454 0.564  -0.700
H 2.558 0.570 0.331  0.201
H 3.654 -0.790 -0.129  0.267
H 3.296 -0.468 1.577  0.264
C 1.695 -1.403 0.486  0.340
C 0.379 -0.943 -0.248  -0.645
H -0.365 -0.765 0.566  0.280
C 0.176 -0.053 -1.389  0.314
C 1.103 0.961 -1.898  -0.710
H 0.882 1.195 -2.949  0.274
H 2.135 0.596 -1.864  0.287
H 1.052 1.882 -1.297  0.256
C -1.943 0.884 -2.523  0.157
C -1.646 2.253 -2.448  -0.236
C -2.659 3.168 -2.741  -0.192
H -2.436 4.232 -2.683  0.245
C -3.941 2.715 -3.077  -0.158
H -4.738 3.438 -3.252  0.251
C -4.202 1.348 -3.243  -0.180
H -5.196 1.007 -3.547  0.258
C -3.183 0.427 -3.032  -0.202
C 2.529 -3.341 1.842  0.118
C 2.901 -3.007 3.165  -0.227
C 3.458 -3.983 3.996  -0.189
H 3.729 -3.730 5.021  0.238
C 3.642 -5.293 3.537  -0.160
H 4.010 -6.072 4.206  0.240
C 3.370 -5.604 2.197  -0.188
H 3.548 -6.606 1.810  0.240
C 2.834 -4.639 1.353  -0.197
C -2.121 4.519 1.503  -0.169
H -2.455 5.518 1.810  0.282
C -0.764 4.181 1.539  -0.134
H -0.054 4.930 1.887  0.282
C -0.308 2.877 1.144  -0.353
H 0.745 2.625 1.220  0.289
C -1.279 2.030 0.690  0.493
C -2.575 2.284 0.698  -0.368
H -3.114 1.364 0.374  0.306
C -3.059 3.567 1.080  -0.120
H -4.124 3.789 1.041  0.278
N -1.174 -0.075 -1.864  -0.660
N 1.687 -2.561 1.038  -0.367
Ta -0.824 -1.960 -1.601  1.879
H -3.344 -0.651 -3.147  0.223
H -0.699 2.578 -2.030  0.222
H 2.692 -1.995 3.523  0.216
H 2.566 -4.855 0.315  0.227
F -2.102 -2.743 -0.564  -0.543
Se 0.800 -2.944 -2.984  -0.228

Calculated values
**Spin multiplicity**: 1
**Total charge**: +2
**Lowest unoccupied orbital energy (spin up / spin down)**: -10.695 / -10.725 eV
**Energy relative to the best compared isomer or geometry (same formula, charge and spin)**: 2.816 eV
**E**: -96781.572 eV
**M**: 605.3 g mol⁻¹
**HOMO level (spin up / spin down)**: -12.952 / -12.934 eV
**Frontier orbital gap (spin up / spin down)**: 2.3 / 2.2 eV

---

Calculated max |F|, 0.013 0.010 0.089 0.114 hartree/bohr (same order as the records).